No. 1
Molecular formula: C5H13NO
Method: DFT, ωB97M-V/def2-TZVPD

**Gap between HOMO and LUMO**: 9.72 eV
**Spin multiplicity**: 1
**SMILES**: CCN[C@H](C)CO
**DFT total energy**: -328.26964 Ha

Positions of all 20 atoms, in Å:
C 0.16147 -1.02529 -2.34503
C -0.16653 -1.47355 -0.91191
N -0.89609 -0.53472 -0.08285
C -0.14733 0.22388 0.92534
C -1.14100 0.95021 1.83690
C 0.93481 1.16191 0.35907
O 2.18059 1.07041 1.04526
H 0.68847 -0.07590 -2.36884
H 0.77775 -1.78802 -2.83097
H -0.76763 -0.94560 -2.90865
H -0.74900 -2.39076 -0.99573
H 0.72797 -1.78859 -0.36298
H -1.49797 0.09043 -0.59500
H 0.38629 -0.53284 1.49482
H -2.12476 0.99119 1.36316
H -1.28315 0.44665 2.79576
H -0.85884 1.99469 2.03617
H 0.58829 2.18715 0.41377
H 1.11437 0.92389 -0.69250
H 2.07227 0.51484 1.82421


No. 2
Molecular formula: C5H13NO
Method: DFT, ωB97M-V/def2-TZVPD

**Gap between HOMO and LUMO**: 9.70 eV
**Spin multiplicity**: 1
**SMILES**: C[C@H](N)[C@H](C)CO
**DFT total energy**: -328.28270 Ha

Positions of all 20 atoms, in Å:
C -0.99857 -1.16215 1.49128
C -0.12337 0.04120 0.89266
N -0.71841 1.27913 1.37585
C -0.09136 -0.03940 -0.63303
C 0.32898 -1.40862 -1.17424
C 0.88624 1.05959 -1.28224
O 1.03972 2.24451 -0.52241
H -1.20492 -0.98467 2.55265
H -1.96018 -1.26603 0.97771
H -0.44703 -2.10485 1.42668
H 0.88754 -0.05265 1.30242
H -0.15724 2.08076 1.07256
H -1.67438 1.37502 1.03683
H -1.09550 0.18103 -1.01783
H 1.28499 -1.72323 -0.74225
H -0.41732 -2.17534 -0.94846
H 0.43925 -1.38005 -2.26344
H 1.88115 0.64568 -1.47988
H 0.46414 1.34409 -2.25144
H 1.67625 2.04597 0.18658


No. 3
Molecular formula: C5H13NO
Method: DFT, ωB97M-V/def2-TZVPD

**Gap between HOMO and LUMO**: 8.37 eV
**Spin multiplicity**: 1
**DFT total energy**: -328.16554 Ha

Positions of all 20 atoms, in Å:
C -0.44778 -0.43299 1.49645
C -1.90736 -0.15619 1.31600
C 0.48620 0.61089 1.80094
O -0.02900 -1.05266 -0.31376
H 0.83404 -1.50102 -0.19979
H -0.23516 -1.41636 1.90321
H -2.39538 -0.93956 0.73802
H -2.07547 0.80364 0.82826
H -2.37278 -0.12108 2.30633
H 0.03601 1.59698 1.89765
H 1.30130 0.65492 0.78669
H 1.15891 0.38102 2.62467
C 0.35029 -0.12850 -2.59604
C 0.48171 0.15026 -1.10906
N 1.76818 0.32207 -0.57620
H 2.35172 0.88481 -1.18847
H -0.27272 0.90645 -0.81416
H 0.60311 0.77615 -3.15405
H 1.03594 -0.92355 -2.89252
H -0.67175 -0.41529 -2.85417


No. 4
Molecular formula: C5H13NO
Method: DFT, ωB97M-V/def2-TZVPD

**Gap between HOMO and LUMO**: 9.63 eV
**Spin multiplicity**: 1
**SMILES**: CCN[C@@H](C)CO
**DFT total energy**: -328.23632 Ha

Positions of all 20 atoms, in Å:
C -0.99082 -1.62314 1.85669
C 0.41406 -0.94986 1.90802
N 0.97843 -0.04038 0.84088
C 0.37316 0.09066 -0.51484
C -0.95048 -0.53958 -0.91860
C 0.41956 1.55786 -0.91731
O -0.10413 1.70745 -2.22887
H -0.73966 -2.54972 1.32714
H -1.79394 -1.23499 1.24873
H -1.28323 -1.92278 2.85654
H 0.99354 -1.85377 2.11439
H 0.55078 -0.34785 2.81018
H 1.88730 -0.49183 0.77638
H 1.10246 -0.48452 -1.10445
H -1.01462 -1.60530 -0.73419
H -1.03189 -0.43026 -1.99691
H -1.84010 -0.04280 -0.52644
H -0.14811 2.15122 -0.19429
H 1.46495 1.87485 -0.89119
H -0.11828 2.64326 -2.40444


No. 5
Molecular formula: C5H13NO
Method: DFT, ωB97M-V/def2-TZVPD

**Gap between HOMO and LUMO**: 10.32 eV
**Spin multiplicity**: 1
**SMILES**: NCCCCCO
**DFT total energy**: -328.25538 Ha

Positions of all 20 atoms, in Å:
N 2.14132 -2.23348 0.59862
C 1.86668 -0.84496 0.97436
C 0.86938 -0.17701 -0.00207
C -0.57879 -0.65541 0.16082
C -1.80430 0.32371 0.08218
C -1.41058 1.75806 -0.24857
O -1.09599 1.83702 -1.64348
H 1.46540 -2.84544 1.05239
H 2.98511 -2.56359 1.07407
H 2.72697 -0.17478 1.02103
H 1.50192 -0.81459 2.02094
H 1.38741 -0.31535 -0.95338
H 0.96639 0.85841 0.32971
H -0.44863 -1.20507 1.10192
H -0.85592 -1.50751 -0.47126
H -2.34074 0.34525 1.03264
H -2.43483 -0.05565 -0.71392
H -0.50597 2.08545 0.24870
H -2.22443 2.44041 0.01265
H -1.69848 2.44463 -2.11861


No. 6
Molecular formula: C5H13NO
Method: DFT, ωB97M-V/def2-TZVPD

**Gap between HOMO and LUMO (alpha / beta)**: 10.25 / 5.39 eV
**Spin multiplicity**: 2
**Total charge**: +1
**⟨S²⟩**: 0.7548
**DFT total energy**: -327.96360 Ha

Positions of all 20 atoms, in Å:
C 1.10104 2.47220 -1.18873
C -0.11179 1.59133 -1.32324
O -1.10024 1.79198 -0.57753
N -0.10721 0.60501 -2.18840
H 0.83967 3.42100 -0.71992
H 1.61520 2.58503 -2.13067
H -0.93617 0.02219 -2.23968
H 0.53480 0.62836 -2.96756
H 1.72541 1.95475 -0.45084
C -0.45504 -1.00634 1.75635
C -1.50465 -1.72223 0.91832
C 0.94456 -1.30534 1.24930
H -0.60567 0.06964 1.63887
H -0.49057 -1.25201 2.81166
H -2.45843 -1.73447 1.45966
H -1.17004 -2.73958 0.70822
H 1.11314 -0.90407 0.23377
H 1.76777 -0.92602 1.86561
H -1.75664 -1.16850 0.01067
H 1.05486 -2.38292 1.13414


No. 7
Molecular formula: C5H13NO
Method: DFT, ωB97M-V/def2-TZVPD

**Gap between HOMO and LUMO (alpha / beta)**: 9.33 / 4.37 eV
**Spin multiplicity**: 2
**Total charge**: +1
**⟨S²⟩**: 0.7547
**DFT total energy**: -327.94562 Ha

Positions of all 20 atoms, in Å:
C 2.04549 -0.16677 1.58819
C 1.66507 -1.51801 2.14574
O 2.29751 -2.53498 1.79667
N 0.59052 -1.63687 2.91092
H 1.96136 0.73579 2.19144
H 1.41385 0.03805 0.71975
H 0.31073 -2.60288 3.10816
H 0.12803 -0.88725 3.42172
H 3.08990 -0.33248 1.30856
C -0.84863 0.60625 -1.33676
C -0.63568 0.38512 -2.82293
C -2.07642 1.37654 -0.94605
H -0.89027 -0.34365 -0.78132
H 0.08071 1.04007 -0.93610
H -1.46812 -0.19538 -3.23392
H 0.29330 -0.12879 -3.04714
H -2.89555 0.80779 -0.50781
H -1.78690 2.24696 -0.35291
H -0.63640 1.28046 -3.44879
H -2.63849 1.83004 -1.77740


No. 8
Molecular formula: C5H13NO2
Method: DFT, ωB97M-V/def2-TZVPD

**Gap between HOMO and LUMO (alpha / beta)**: 7.94 / 7.26 eV
**Spin multiplicity**: 2
**Total charge**: -1
**⟨S²⟩**: 0.7556
**DFT total energy**: -403.45097 Ha

Positions of all 21 atoms, in Å:
O 3.22704 0.11758 1.33873
C 2.12870 0.34976 0.55880
C 1.49737 -0.86871 -0.10193
C 0.72728 -0.47784 -1.37052
C -0.54280 0.30524 -1.01492
C -2.67610 0.22530 -0.02087
N -1.46776 -0.56079 -0.30287
H 2.15246 1.22757 -0.08990
H 0.86699 -1.41563 0.58476
H 2.36629 -1.48599 -0.37517
H 1.35751 0.09390 -2.06078
H 0.42211 -1.40366 -1.86209
H -1.03937 0.46684 -1.99042
H -0.38586 1.26758 -0.52654
H -3.21497 -0.21902 0.82014
H -3.34170 0.34513 -0.87645
H -2.34428 1.20991 0.33026
H -1.08348 -0.59282 0.66239
H 1.53758 0.53218 1.53427
H 0.14978 0.50893 2.79061
O -0.33677 0.37456 1.97249


No. 9
Molecular formula: C5H13NO2
Method: DFT, ωB97M-V/def2-TZVPD

**Gap between HOMO and LUMO (alpha / beta)**: 2.41 / 9.91 eV
**Spin multiplicity**: 2
**Total charge**: -1
**⟨S²⟩**: 0.7504
**DFT total energy**: -403.49034 Ha

Positions of all 21 atoms, in Å:
C 0.72590 -1.43872 -1.78892
N -0.03304 -0.67221 -0.96472
C -1.46414 -0.71190 -1.19807
C 0.92498 1.56460 -1.61276
C 0.46937 0.62438 -0.50653
C 1.58714 0.49462 0.56011
O 1.93791 -1.32278 -1.88934
H 0.21344 -2.27100 -2.28137
H -1.95490 0.25519 -1.12146
H -1.82252 -1.17342 -2.12148
H -2.05779 -1.23361 -0.43484
H 1.11047 2.58868 -1.28989
H 1.82200 1.16670 -2.08425
H 0.13730 1.70975 -2.36083
H -0.38051 1.09976 -0.04410
H 2.55645 0.67592 0.11497
H 1.65402 -0.55819 0.82528
H 1.21973 1.03520 1.42682
H -3.11956 1.93253 5.91749
H -2.86833 0.73463 4.97640
O -3.24063 0.97578 5.84677


No. 10
Molecular formula: C5H13NO2
Method: DFT, ωB97M-V/def2-TZVPD

**Gap between HOMO and LUMO**: 10.17 eV
**Spin multiplicity**: 1
**SMILES**: CCCC(O)(O)NC
**DFT total energy**: -403.53073 Ha

Positions of all 21 atoms, in Å:
C -2.60541 -0.04242 0.23417
C -1.82584 -0.86375 -0.77393
C -0.25724 -1.00918 -0.57298
C 0.45995 0.22625 -0.06752
O 0.22594 1.35739 -0.83374
O 0.14016 0.50096 1.25878
N 1.92291 -0.15721 -0.19705
C 2.83030 0.63390 0.61970
H -2.43720 1.02775 0.08521
H -3.68003 -0.21479 0.10692
H -2.34904 -0.30857 1.26282
H -2.02228 -0.47129 -1.77797
H -2.22529 -1.88586 -0.77384
H -0.10576 -1.83479 0.13225
H 0.12790 -1.30864 -1.55504
H -0.35727 1.88718 -0.26398
H 0.74131 -0.06644 1.76420
H 2.13284 0.04869 -1.17501
H 3.85584 0.52668 0.24816
H 2.58614 1.70244 0.63173
H 2.84205 0.25166 1.64713


No. 11
Molecular formula: C5H13NO2
Method: DFT, ωB97M-V/def2-TZVPD

**Gap between HOMO and LUMO**: 10.76 eV
**Spin multiplicity**: 1
**SMILES**: CCO[C@@](C)(N)OC
**DFT total energy**: -403.52037 Ha

Positions of all 21 atoms, in Å:
C 1.90818 -1.99120 -0.64995
C 1.22726 -0.69610 -0.24951
O -0.06725 -1.00383 0.24050
C -0.95506 0.08776 0.41215
C -1.49809 0.59614 -0.92953
N -2.09651 -0.49870 1.08491
O -0.48540 1.07943 1.30439
C 0.25461 2.16584 0.78234
H 2.88738 -1.79272 -1.09510
H 2.04447 -2.63864 0.22248
H 1.29622 -2.54567 -1.36872
H 1.81442 -0.22349 0.54285
H 1.17836 -0.03283 -1.11734
H -2.22960 1.40045 -0.78754
H -0.70413 0.99391 -1.56908
H -1.96680 -0.21228 -1.50387
H -1.74772 -0.71125 2.01729
H -2.23483 -1.40445 0.64683
H 1.28990 1.87896 0.58946
H 0.27414 2.95109 1.54408
H -0.18955 2.59760 -0.11662


No. 12
Molecular formula: C5H13NO2
Method: DFT, ωB97M-V/def2-TZVPD

**Gap between HOMO and LUMO (alpha / beta)**: 8.70 / 8.70 eV
**Spin multiplicity**: 1
**DFT total energy**: -403.32860 Ha

Positions of all 21 atoms, in Å:
C 0.09172 0.54808 -1.45105
C 0.96437 0.89758 -0.41596
C 0.49801 -0.75308 1.18369
C 0.75365 2.15098 0.38146
C -0.68249 -0.41520 2.03443
N -1.24015 -1.94759 -1.55123
O -0.60048 -1.02680 -0.73045
O 0.61439 0.07381 -2.62539
H -0.06668 -0.48649 -3.03456
H -0.87013 1.04923 -1.53893
H 1.99038 0.56735 -0.54594
H -0.61708 -2.73606 -1.71923
H -2.06816 -2.32073 -1.08801
H 0.65755 -1.80461 0.98135
H 1.42851 -0.29637 1.49361
H -0.30364 2.42376 0.42849
H 1.30167 3.00192 -0.03895
H 1.10298 2.03368 1.41388
H -0.90590 0.65322 2.00530
H -0.47051 -0.65688 3.08560
H -1.57800 -0.95579 1.73190